No. 1
Here is 2 unconnected molecules or ions with the total composition C5H14 from the Open Molecules 2025 dataset. Energies are from ωB97M-V with the def2-TZVPD basis set.

Element x y z (Å)
C  2.659  0.083  -0.224
C  1.106  0.185  -0.214
C  0.443  0.928  -1.366
H  3.067  1.097  -0.394
H  3.080  -0.512  -1.112
H  2.883  -0.519  0.746
H  0.722  -0.915  -0.148
H  0.948  0.786  0.647
H  0.215  1.952  -1.123
H  1.042  1.031  -2.325
H  -0.515  0.612  -1.693
C  -2.389  -0.600  0.254
C  -1.562  -0.577  1.584
H  -2.619  0.386  -0.063
H  -1.894  -1.194  -0.528
H  -3.386  -0.949  0.552
H  -1.431  0.371  1.900
H  -0.438  -0.798  1.275
H  -1.929  -1.368  2.231

Output
LUMO energy (eV): 1.1
SMILES: CCC.CC
HOMO-LUMO gap (eV): 11.90

Atom charges from the natural (NBO) analysis, given in e for atoms 1 to 2:
1 C -0.61
2 C -0.40



No. 2
Here is a molecular structure, C21H34CoN5O5S from the Open Molecules 2025 dataset. Energies are from ωB97M-V with the def2-TZVPD basis set.

Element x y z (Å)
Co  -0.787  0.101  1.175
C  -2.852  -0.320  3.542
C  -3.668  -0.344  2.248
N  -3.030  0.460  1.191
C  -3.350  1.898  1.174
C  -2.646  2.706  2.260
S  -0.835  2.375  2.363
C  -0.633  1.750  4.079
C  -0.536  0.226  4.187
N  -1.419  -0.464  3.239
H  -3.205  -1.128  4.188
H  -3.018  0.613  4.077
H  -4.691  -0.005  2.450
H  -3.716  -1.374  1.889
H  -3.370  0.084  0.308
H  -4.433  2.060  1.276
H  -3.044  2.288  0.200
H  -3.081  2.545  3.242
H  -2.746  3.765  2.016
H  -1.452  2.163  4.664
H  0.291  2.204  4.441
H  -0.764  -0.063  5.222
H  0.486  -0.086  3.964
H  -1.180  -1.455  3.251
C  -2.244  -0.322  -3.468
C  -1.176  0.762  -3.232
C  0.144  0.399  -3.929
C  -1.678  2.137  -3.701
C  -0.963  0.827  -1.821
N  -0.850  0.885  -0.676
H  -2.379  -0.453  -4.538
H  -3.196  -0.027  -3.036
H  -1.943  -1.275  -3.039
H  -0.037  0.317  -4.997
H  0.529  -0.554  -3.572
H  0.896  1.168  -3.766
H  -1.958  2.072  -4.749
H  -0.902  2.891  -3.597
H  -2.550  2.448  -3.131
O  2.369  -1.872  1.297
C  2.119  -0.709  1.054
O  1.100  -0.057  1.471
C  3.069  0.082  0.158
C  2.731  1.354  -0.290
C  3.592  2.029  -1.137
C  4.791  1.433  -1.501
C  5.154  0.179  -1.032
C  4.275  -0.507  -0.211
N  5.681  2.151  -2.429
O  6.817  1.771  -2.483
O  5.169  3.042  -3.056
H  1.806  1.810  0.028
H  3.348  3.012  -1.510
H  6.104  -0.252  -1.311
H  4.520  -1.494  0.153
C  1.643  -3.840  -1.405
N  0.651  -3.478  -0.416
C  0.457  -4.385  0.689
C  0.061  -2.310  -0.455
O  -0.759  -1.882  0.384
H  2.208  -4.692  -1.040
H  2.335  -3.014  -1.576
H  1.179  -4.112  -2.354
H  0.209  -5.380  0.320
H  -0.352  -4.020  1.317
H  1.376  -4.432  1.275
H  0.334  -1.700  -1.329

Output
LUMO energy (spin up / spin down) (eV): -8.4 / -8.6
Net charge: +2
HOMO-LUMO gap (spin up / spin down) (eV): 5.96 / 5.73

Atom charges from the natural (NBO) analysis, given in e for atoms 1 to 2:
1 Co 1.35
2 C -0.25



No. 3
Here is C4H9BO2 in the gas phase from the Open Molecules 2025 dataset. Energies are from ωB97M-V with the def2-TZVPD basis set.

Element x y z (Å)
B  -1.347  0.633  0.157
C  2.156  -0.053  -1.230
C  1.124  0.696  -0.756
C  0.739  -0.884  1.245
C  0.266  0.130  0.237
O  -2.248  -0.220  1.056
O  -1.965  0.543  -1.117
H  2.842  0.309  -2.040
H  2.255  -1.056  -0.879
H  0.863  1.633  -1.127
H  1.785  -0.860  1.617
H  0.063  -0.702  2.070
H  0.517  -1.909  0.645
H  -1.439  1.726  0.514
H  -2.722  -0.908  0.569
H  -2.891  0.922  -0.961

Output
LUMO energy (spin up / spin down) (eV): -1.9 / -1.9
HOMO-LUMO gap (spin up / spin down) (eV): 6.77 / 6.77

Atom charges from the natural (NBO) analysis, given in e for atoms 1 to 2:
1 B 0.52
2 C -0.22



Listing largest force on an atom for the structures above in their given order: 0.1094, 0.0710, 0.0715 hartree/bohr.
Listing energy relative to the best compared isomer or geometry (same formula, charge and spin) for the structures above in their given order: 145.3, 217.2, 414.2 kJ/mol.
Listing E_tot for the structures above in their given order: -5410.5435, -88462.1707, -9063.2765 eV.